Below is 2 unconnected molecules or ions with the total composition C6H11P in a non-equilibrium geometry, with properties calculated with ωB97M-V with the def2-TZVPD basis set.

## Properties
HOMO-LUMO gap: 9.34 eV
SMILES: CC1=C2[C@H]1[C@H]2C.P
net charge: 0
2S+1: 1

Structure (XYZ):
```
18
Properties=species:S:1:pos:R:3:forces:R:3
C 3.442412 0.306343 0.337660 0.5633 -0.9112 -0.5217
C 1.966171 0.389854 0.364345 0.3400 -0.6795 -0.3798
C 0.864208 -0.373446 -0.044686 1.0829 0.1588 0.6965
C 1.083769 1.409642 0.053269 -0.1180 -0.4993 0.6236
C -0.150190 0.641116 0.429938 -1.7013 1.5943 -0.6485
C -1.354458 0.808549 -0.464995 0.8640 0.2493 -0.2159
H 3.811416 1.192700 -0.228791 0.0731 -0.6492 0.5187
H 3.747270 -0.656319 -0.204157 -0.2966 1.3818 0.8559
H 3.862815 0.296788 1.373023 -0.2500 0.0742 -0.8677
H 1.288319 2.095298 -0.781594 -0.5935 0.0470 0.3415
H -0.556529 0.610166 1.446739 1.2079 0.0036 0.1591
H -2.106651 1.518398 -0.205160 -0.1948 0.8677 0.5486
H -1.829269 -0.116983 -0.453309 -0.7945 -1.4860 -0.3108
H -1.023831 0.991708 -1.462397 0.0923 0.1812 -0.9072
P -3.252528 -2.398939 0.789777 -1.0731 1.0672 -0.4765
H -3.533589 -3.231439 -0.300897 -0.0894 -0.3127 -0.1281
H -3.001537 -1.285152 -0.117025 -0.2443 -0.8563 0.7405
H -1.945423 -2.788469 0.860759 1.1320 -0.2310 -0.0283
```
Forces are in eV/Å.